# 1
This record from the OMol25 dataset describes a cluster of 2 separate species, C12H16N2 in total at a distorted geometry. The level of theory is ωB97M-V/def2-TZVPD.

Each line ends with the Mulliken charge.
Geometry (Å):
C -0.28 2.44 -0.14  -1.380
C -1.63 2.34 0.47  -0.282
C -2.16 1.11 -0.11  0.678
C -3.04 0.03 0.32  -1.101
N -3.26 -0.66 -0.88  -0.034
C -2.54 -0.13 -1.92  -0.222
N -1.83 0.90 -1.41  -0.417
H 0.21 1.45 -0.13  0.326
H 0.28 3.15 0.25  0.493
H -0.39 2.56 -1.27  0.324
H -1.71 2.41 1.52  0.369
H -2.25 3.25 0.04  0.229
H -3.42 -0.39 1.23  0.351
H -3.74 -1.56 -0.80  0.245
H -2.65 -0.53 -2.96  0.375
C 3.12 0.71 0.76  -1.165
C 2.33 -0.52 0.54  0.605
C 0.93 -0.54 0.79  -0.645
C 0.11 -1.58 0.47  -0.372
C 0.78 -2.80 0.08  -0.739
C 2.17 -2.84 -0.16  -0.629
C 2.88 -1.65 0.06  -0.205
H 2.28 1.44 0.83  0.189
H 3.79 0.90 -0.02  0.404
H 3.64 0.67 1.76  0.271
H 0.51 0.34 1.18  0.913
H -0.94 -1.60 0.46  0.486
H 0.19 -3.61 -0.28  0.359
H 2.64 -3.80 -0.34  0.388
H 3.97 -1.47 -0.31  0.188

## Properties
Molar mass ... 188.27 g mol⁻¹
Energy relative to the best compared isomer or geometry (same formula, charge and spin) ... 234.4 kJ/mol
SMILES ... CCc1c[nH]cn1.Cc1ccccc1
Orbital gap ... 9.2 eV



# 2
This record from the OMol25 dataset describes a cluster of 2 separate species, C26H46BFN5O6P in total at a distorted geometry. The level of theory is ωB97M-V/def2-TZVPD.

Each line ends with the Mulliken charge.
Geometry (Å):
C 0.13 -3.93 0.26  -1.795
C 0.85 -2.57 0.55  -0.419
C 0.09 -1.48 1.36  0.936
C -0.83 -2.28 2.31  -1.785
N -0.55 -0.29 0.66  2.030
C -1.30 0.42 1.77  -1.657
C -0.81 0.74 3.15  0.105
C -2.00 0.95 4.08  -1.414
N 0.35 0.87 3.67  -0.861
C -1.72 -0.70 -0.24  -2.043
C -1.58 -1.01 -1.72  0.726
C -0.89 -2.34 -2.20  -0.941
C -0.90 -2.49 -3.74  -0.340
O -0.67 -3.59 -4.20  -0.519
C -3.00 -1.24 -2.34  -1.475
B -4.29 -0.65 -1.63  0.636
O -4.47 0.68 -1.29  -0.594
O -5.36 -1.49 -1.30  -0.630
N -0.78 0.05 -2.36  1.265
P -1.56 1.37 -3.08  0.437
O -0.73 2.49 -3.56  -0.773
C 0.47 0.20 -1.65  -1.390
O 1.37 1.06 -2.37  -0.161
N 1.60 0.45 -3.64  0.299
O 2.37 1.10 -4.23  -0.409
C 0.40 0.61 -0.13  2.635
C -0.14 2.09 -0.25  -1.913
C 0.17 3.06 0.92  -1.767
C -1.04 4.02 1.22  -0.494
C -0.51 5.45 1.38  -0.897
N 0.48 5.51 2.48  -0.599
C 1.85 0.81 0.35  -1.688
C 2.94 -0.25 0.21  -0.659
C 3.37 -0.89 1.36  -0.082
C 4.35 -1.84 1.36  -1.058
C 4.99 -2.19 0.19  -0.586
C 4.61 -1.56 -0.98  0.482
C 5.29 -1.86 -2.30  -1.714
C 3.60 -0.62 -0.95  -0.021
H -0.94 -3.84 0.09  0.278
H 0.26 -4.61 1.10  0.451
H 0.55 -4.38 -0.64  0.392
H 1.65 -2.90 1.22  0.822
H 1.38 -2.29 -0.35  -0.369
H 0.84 -1.06 2.03  0.361
H -1.71 -2.71 1.84  0.423
H -1.21 -1.72 3.18  0.288
H -0.20 -3.04 2.78  0.497
H -1.77 1.37 1.45  1.020
H -2.23 -0.14 1.92  1.028
H -1.93 0.17 4.84  0.307
H -2.97 0.81 3.57  0.452
H -1.92 1.92 4.58  0.416
H 1.03 0.74 2.91  -0.001
H -2.31 -1.49 0.23  1.069
H -2.29 0.23 -0.26  0.836
H -1.42 -3.23 -1.84  0.939
H 0.16 -2.47 -1.93  -0.149
H -1.08 -1.61 -4.39  0.369
H -3.23 -2.31 -2.42  0.234
H -3.04 -0.92 -3.39  0.660
H -4.93 0.75 -0.44  0.328
H -6.08 -1.29 -1.92  0.311
H -2.50 1.88 -2.15  -0.038
H -2.35 0.91 -4.17  0.115
H 1.07 -0.72 -1.64  0.185
H 0.26 2.59 -1.13  0.504
H -1.22 2.10 -0.42  -0.015
H 0.48 2.61 1.86  0.542
H 0.99 3.73 0.62  1.106
H -1.49 3.71 2.16  0.225
H -1.74 3.99 0.37  0.275
H 0.04 5.70 0.45  0.321
H -1.30 6.18 1.54  0.523
H 0.61 6.46 2.78  0.250
H 1.38 5.19 2.15  0.218
H 2.24 1.66 -0.22  1.111
H 1.99 1.19 1.36  0.923
H 2.94 -0.65 2.34  0.467
H 4.66 -2.34 2.27  0.427
H 5.80 -2.92 0.13  0.464
H 6.32 -1.49 -2.23  0.371
H 4.84 -1.29 -3.11  0.330
H 5.32 -2.93 -2.53  0.387
H 3.37 -0.14 -1.89  0.388
F -4.48 -0.09 4.19  -0.907

## Properties
Molar mass ... 585.47 g mol⁻¹
Orbital gap ... 5.9 eV



# 3
This record from the OMol25 dataset describes a cluster of 10 separate species, C31H43Cl4F3O24 in total at a distorted geometry. The level of theory is ωB97M-V/def2-TZVPD.

Each line ends with the Mulliken spin population.
Geometry (Å):
C 3.23 -1.71 -3.83  0.000
C 3.94 -2.96 -3.22  0.000
C 4.02 -3.05 -1.65  0.000
O 3.12 -4.13 -1.32  0.000
C 3.00 -4.90 -2.45  0.000
O 2.61 -6.08 -2.39  0.000
O 3.23 -4.16 -3.53  0.000
H 3.91 -0.85 -3.84  0.000
H 2.33 -1.48 -3.27  0.000
H 2.89 -2.00 -4.83  0.000
H 4.89 -3.07 -3.76  0.000
H 3.56 -2.23 -1.11  0.000
H 4.97 -3.37 -1.22  0.000
C -3.95 -1.20 -3.97  0.002
C -2.77 -0.60 -3.21  0.002
C -1.61 -0.43 -4.18  0.001
O -1.33 0.94 -4.15  0.004
C -2.12 1.51 -3.16  -0.003
O -1.97 2.59 -2.67  0.017
O -3.09 0.73 -2.85  0.004
H -4.08 -0.84 -4.99  0.000
H -4.86 -1.35 -3.39  0.000
H -3.67 -2.25 -4.03  0.000
H -2.45 -1.27 -2.41  -0.001
H -1.71 -0.94 -5.14  0.003
H -0.76 -1.03 -3.85  0.001
C 5.25 -0.94 6.00  0.000
C 4.23 -0.16 5.19  0.000
C 4.57 0.15 3.68  0.000
O 3.58 -0.54 2.96  0.000
C 2.73 -1.19 3.79  0.000
O 1.87 -2.01 3.41  0.000
O 3.09 -1.01 5.09  0.000
H 5.24 -2.00 5.72  0.000
H 4.97 -0.94 7.06  0.000
H 6.29 -0.64 5.92  0.000
H 4.11 0.76 5.76  0.000
H 5.52 -0.27 3.34  0.000
H 4.65 1.21 3.43  0.000
C 1.02 3.02 3.88  0.000
C 1.11 4.53 4.24  0.000
C -0.11 5.08 4.96  0.000
O 0.53 5.73 6.05  0.000
C 1.85 5.51 6.15  0.000
O 2.57 5.98 7.01  0.000
O 2.19 4.62 5.15  0.000
H 0.19 2.80 3.21  0.000
H 1.01 2.43 4.79  0.000
H 1.97 2.78 3.41  0.000
H 1.30 5.13 3.35  0.000
H -0.77 4.30 5.34  0.000
H -0.63 5.80 4.32  0.000
C -6.04 -3.98 -1.13  0.000
C -6.00 -2.69 -0.32  0.000
C -5.58 -3.12 1.12  0.000
O -4.54 -2.14 1.44  0.000
C -4.12 -1.56 0.34  0.000
O -3.21 -0.77 0.25  0.000
O -4.95 -1.93 -0.69  0.000
H -5.06 -4.33 -1.45  0.000
H -6.65 -3.83 -2.01  0.000
H -6.54 -4.81 -0.64  0.000
H -6.95 -2.16 -0.38  0.000
H -5.14 -4.12 1.16  0.000
H -6.36 -3.03 1.88  0.000
C 4.60 2.59 0.92  0.000
Cl 3.58 3.86 1.51  0.000
Cl 6.26 2.60 1.50  0.000
H 4.13 1.69 1.32  0.000
H 4.59 2.54 -0.17  0.000
C 1.90 3.07 -4.51  -0.028
Cl 1.84 1.91 -5.77  0.400
Cl 2.02 4.79 -5.08  0.394
H 1.03 2.92 -3.87  0.066
H 2.83 2.85 -3.97  0.123
C -0.71 -5.90 -2.27  0.000
C -1.93 -5.38 -3.08  0.000
O -1.74 -4.00 -2.92  0.000
C -1.18 -3.78 -1.74  0.000
O -0.94 -2.69 -1.21  0.000
O -0.51 -4.90 -1.34  0.000
F -3.06 -5.71 -2.40  0.000
H 0.19 -5.85 -2.89  0.000
H -0.88 -6.90 -1.85  0.000
H -2.01 -5.72 -4.11  0.000
C 0.59 -0.17 0.40  0.000
C -0.19 1.12 0.07  0.000
O 0.84 1.90 -0.44  -0.001
C 1.74 1.14 -1.09  0.002
O 2.69 1.55 -1.78  0.011
O 1.49 -0.17 -0.72  0.002
F -0.52 1.67 1.23  0.000
H 0.02 -1.02 0.76  0.000
H 1.07 -0.02 1.36  0.000
H -1.04 0.96 -0.59  0.000
C -2.94 4.26 -0.23  0.001
C -2.93 4.76 1.19  0.000
O -4.30 4.99 1.42  0.000
C -4.96 5.17 0.28  0.000
O -6.05 5.71 0.15  0.000
O -4.13 4.82 -0.72  0.000
F -2.33 5.94 1.40  0.000
H -2.86 3.18 -0.24  0.000
H -2.09 4.69 -0.77  0.000
H -2.61 4.00 1.91  0.000

## Properties
Molar mass ... 998.47 g mol⁻¹
Net charge ... +1
Orbital gap (alpha / beta) ... 8.4 / 1.6 eV
2S+1 ... 2
<S²> ... 0.753



# 4
This record from the OMol25 dataset describes a cluster of 11 separate species, C5H33N2O11 in total at a distorted geometry. The level of theory is ωB97M-V/def2-TZVPD.

Each line ends with the Mulliken charge.
Geometry (Å):
N -0.60 -0.79 -0.29  0.225
C -0.52 0.14 -1.43  -0.458
C -0.74 1.61 -0.99  0.094
N 0.11 2.60 -0.77  -0.192
C 2.39 3.07 0.08  -1.246
C 1.53 2.59 -1.22  0.653
C 1.58 3.34 -2.50  -1.249
O -1.86 1.94 -0.79  -0.630
H -0.05 -0.33 0.55  0.101
H -1.49 -1.28 0.00  0.300
H -0.25 -1.68 -0.73  0.307
H -1.20 -0.19 -2.29  0.513
H 0.46 -0.03 -1.98  0.454
H -0.16 3.54 -0.41  0.349
H 1.83 2.92 1.04  0.276
H 2.63 4.07 0.17  0.446
H 3.27 2.35 0.19  0.295
H 2.06 1.53 -1.39  0.046
H 0.64 3.67 -2.93  0.372
H 1.87 2.76 -3.47  0.218
H 2.19 4.22 -2.27  0.363
H -2.23 -2.16 2.56  0.346
H -3.25 -1.41 1.76  0.322
O -2.55 -2.08 1.57  -0.692
H 1.65 0.59 1.84  0.307
H 0.62 -0.34 2.66  0.273
O 1.53 -0.19 2.23  -0.608
H 3.59 -1.67 1.23  0.355
H 2.57 -1.85 0.08  0.281
O 3.30 -2.26 0.45  -0.719
H -0.88 -4.06 -0.73  0.308
H 0.65 -3.92 -0.19  0.384
O -0.09 -3.51 -0.79  -0.737
H 0.99 0.05 -4.18  0.313
H 1.33 -1.40 -3.99  0.305
O 0.65 -0.78 -3.68  -0.647
H -3.68 1.05 1.01  0.279
H -4.16 2.25 1.70  0.294
O -3.87 1.41 1.89  -0.631
H -0.68 0.75 3.47  0.242
H -1.80 1.20 2.47  0.324
O -0.84 1.12 2.55  -0.546
H -1.21 -0.64 4.25  0.339
H -0.39 -1.89 4.47  0.320
O -0.88 -1.38 3.74  -0.688
H -3.61 0.16 -2.42  0.315
H -3.93 -1.16 -3.15  0.285
O -3.28 -0.74 -2.52  -0.606
H 2.33 -3.62 0.97  0.429
H 2.56 -5.10 1.18  0.328
O 1.85 -4.46 1.03  -0.715

## Properties
Molar mass ... 297.32 g mol⁻¹
Energy relative to the best compared isomer or geometry (same formula, charge and spin) ... 455.8 kJ/mol
Net charge ... +1
Orbital gap ... 9.8 eV